This record from OMol25 describes a molecular structure, H22O11Xe in a non-equilibrium geometry. The level of theory is the ωB97M-V functional and the def2-TZVPD basis.

Values from the calculation:
**Frontier orbital gap**: 9.33 eV
**Calculated total energy**: -1170.16849 hartree
**2S+1**: 1
**LUMO**: -0.45 eV

```
34
Properties=species:S:1:pos:R:3:forces:R:3:nbo_charge:R:1
Xe 10.4188 -14.3928 7.2718 0.1 0.0 0.0 0.00
O 9.4191 -15.1353 11.2660 0.0 0.3 0.1 -0.94
O 13.9975 -12.6709 7.3353 -0.4 -0.1 0.0 -0.94
O 12.5765 -15.3740 3.8816 0.2 0.0 -0.2 -0.95
O 9.1728 -16.6937 4.8711 -0.1 -0.2 -0.2 -0.97
O 7.8339 -11.7571 7.2172 0.1 0.1 0.0 -0.95
O 8.8487 -11.1305 4.6378 0.3 0.3 -0.4 -0.95
O 6.8954 -15.6857 7.7019 -0.3 0.2 -0.1 -0.96
O 11.8900 -17.6432 5.1654 -0.4 -1.0 0.2 -0.97
O 7.3584 -14.8170 5.1315 -0.4 0.7 -0.5 -1.00
O 8.5793 -17.1527 9.3793 0.3 0.0 0.0 -0.95
O 13.9846 -14.5320 9.6690 0.2 -0.1 0.4 -0.95
H 9.3391 -17.7193 9.2454 0.3 -0.2 -0.2 0.48
H 12.3084 -14.5734 4.3324 -0.1 0.3 0.3 0.49
H 13.6549 -15.3481 9.2928 -0.1 -0.2 -0.1 0.46
H 8.0718 -15.4135 4.9045 0.2 0.0 -0.3 0.48
H 6.2124 -16.3281 7.8946 -0.2 -0.1 0.0 0.47
H 7.6642 -16.0033 8.1757 0.4 -0.1 0.3 0.50
H 9.5637 -15.3366 12.1906 0.1 0.1 0.3 0.46
H 7.1402 -15.0375 6.0370 -0.2 0.0 0.4 0.48
H 12.0496 -16.9832 4.4908 0.4 0.6 -0.2 0.49
H 14.3876 -12.1607 8.0451 0.2 0.4 0.1 0.48
H 6.8897 -11.7635 7.3744 -0.3 0.0 -0.1 0.48
H 9.4898 -11.6373 4.1395 0.1 -0.1 -0.2 0.45
H 8.5509 -11.7283 5.3236 -0.3 -0.2 0.5 0.49
H 8.2065 -12.2070 7.9754 0.1 -0.2 0.2 0.47
H 12.0768 -17.1939 5.9897 0.0 0.2 0.1 0.47
H 12.2477 -15.2684 2.9889 -0.1 0.1 -0.4 0.48
H 8.7620 -17.1583 5.6002 -0.2 -0.2 0.2 0.47
H 13.7189 -13.8559 9.0457 -0.2 0.2 -0.4 0.48
H 9.9646 -17.1969 4.6815 0.6 -0.2 0.1 0.50
H 7.9777 -17.6787 9.9063 -0.3 -0.1 0.2 0.49
H 9.6478 -15.9430 10.8060 -0.1 -0.1 -0.3 0.47
H 14.7447 -13.0586 6.8797 0.2 -0.1 -0.1 0.48
```
Forces are in eV/Å.

This record from OMol25 describes C24H43N3O2 in the gas phase. The level of theory is the ωB97M-V functional and the def2-TZVPD basis.

Values from the calculation:
**Frontier orbital gap**: 8.47 eV
**Calculated total energy**: -1255.02884 hartree
**2S+1**: 1
**LUMO**: 0.69 eV

```
72
Properties=species:S:1:pos:R:3:forces:R:3:nbo_charge:R:1
O -9.0209 0.3297 -0.0520 -0.1 0.0 -0.1 -0.52
O -4.8970 -1.1102 1.5393 0.2 -0.1 0.3 -0.64
N 2.4165 0.7526 -0.7204 0.0 0.1 0.0 -0.46
N -6.3000 -0.4448 -0.0709 -0.4 -0.2 -0.1 -0.45
N -1.5249 -0.9605 -0.1955 0.0 -0.1 -0.1 -0.47
C -0.0625 1.0710 -0.7175 0.2 -0.2 -0.3 -0.44
C 2.2244 -0.6846 -0.6938 0.0 -0.2 0.2 -0.22
C -7.3296 -1.3463 0.4168 -0.2 0.0 0.3 -0.26
C -8.5148 -0.5352 0.9432 0.2 -0.3 0.0 -0.08
C 4.6673 1.7434 2.1767 -0.1 -0.2 -0.2 -0.61
C -4.0612 0.5705 0.0251 0.1 0.1 0.1 -0.31
C 2.8061 1.3364 0.5511 0.3 -0.2 0.0 -0.20
C -2.9045 0.7570 1.0159 -0.1 -0.2 0.0 -0.40
C -2.6317 -1.1766 -1.0913 -0.1 0.1 -0.2 -0.21
C 1.2918 1.3950 -1.3647 -0.2 0.1 0.1 -0.21
C 6.3781 -0.4043 -0.7968 0.1 0.2 0.0 -0.20
C -0.2845 -0.4500 -0.7460 0.2 0.0 0.3 -0.03
C 5.1389 1.6993 -0.3115 0.1 -0.2 0.1 -0.40
C 6.4674 -2.8613 -0.6262 0.0 0.2 0.0 -0.63
C -8.0242 1.2101 -0.5078 0.3 0.1 -0.3 -0.08
C -6.8197 0.4473 -1.0823 -0.3 0.4 0.0 -0.24
C -5.1060 -0.3934 0.5785 0.0 0.3 -0.2 0.70
C 4.3007 1.1212 0.8324 -0.2 0.3 -0.1 -0.22
C 6.7129 -1.4782 -0.0922 0.0 -0.3 0.0 0.02
C 7.3542 -1.4673 1.2641 -0.1 0.2 -0.1 -0.65
C 6.5175 1.0387 -0.4254 -0.1 0.0 0.0 -0.43
C -1.9864 -0.4747 1.0849 0.0 0.0 0.2 -0.23
C 0.9050 -1.1196 -0.0423 0.1 0.2 -0.4 -0.42
C -3.5098 0.0630 -1.3160 0.0 -0.2 0.0 -0.40
H -2.2518 -1.5391 -2.0498 0.0 0.0 0.0 0.20
H 4.5925 1.5363 -1.2421 0.0 0.1 0.0 0.22
H 6.7250 -2.0022 1.9758 0.0 -0.1 0.1 0.21
H 0.9085 -0.8477 1.0140 0.0 0.0 0.1 0.19
H -8.1960 0.0488 1.8198 0.0 -0.1 0.0 0.17
H -7.1563 -0.1531 -1.9369 0.1 0.1 0.0 0.20
H 0.7987 -2.2026 -0.1052 0.0 0.0 0.0 0.22
H -0.0590 1.4294 0.3131 -0.1 0.0 0.1 0.20
H -9.3395 -1.1909 1.2250 0.1 0.0 0.1 0.20
H 4.0895 1.2910 2.9804 0.0 0.0 0.1 0.21
H -4.5400 1.5471 -0.1174 0.0 -0.1 0.0 0.21
H 5.8243 -3.4204 0.0536 0.0 -0.1 0.0 0.21
H 2.2245 0.9417 1.3988 0.0 0.1 0.0 0.17
H 8.3154 -1.9800 1.2245 0.1 -0.1 0.1 0.21
H 7.0669 1.1627 0.5070 0.1 0.0 0.0 0.20
H -7.6821 1.8530 0.3191 0.0 0.0 -0.1 0.16
H 1.2773 1.0564 -2.4074 -0.1 0.1 0.0 0.19
H -3.2551 -1.9649 -0.6523 0.0 -0.1 -0.1 0.20
H -4.3199 -0.1950 -2.0001 0.0 0.0 -0.1 0.20
H 5.7218 1.5954 2.3940 0.1 0.0 0.1 0.21
H 3.0692 -1.1420 -0.1771 0.0 -0.1 -0.1 0.20
H 7.5165 -0.4621 1.6383 0.0 0.1 0.1 0.21
H -3.3099 0.9383 2.0126 0.0 0.1 0.0 0.22
H -2.9149 0.8541 -1.7783 0.0 0.0 0.0 0.20
H 2.6202 2.4126 0.4955 0.0 0.0 0.0 0.19
H 4.4653 2.8131 2.1704 0.0 0.1 0.0 0.20
H 7.0827 1.5483 -1.2117 0.1 0.0 0.1 0.21
H -1.1260 -0.2497 1.7162 0.0 0.0 0.1 0.20
H 7.4074 -3.4063 -0.7123 0.1 -0.1 0.0 0.21
H 5.9936 -2.8289 -1.6037 0.0 0.0 -0.1 0.21
H 5.2585 2.7758 -0.1698 0.0 0.1 0.0 0.20
H 5.9090 -0.5537 -1.7622 -0.1 -0.1 -0.2 0.19
H 2.2404 -1.0315 -1.7330 0.0 -0.1 0.0 0.19
H -7.6589 -1.9855 -0.4097 0.0 0.0 0.1 0.19
H -6.8974 -1.9568 1.2099 -0.1 0.0 -0.1 0.25
H -0.8516 1.5902 -1.2638 -0.1 0.1 0.1 0.20
H -6.0698 1.1560 -1.4232 0.0 0.0 0.0 0.22
H -8.4892 1.8282 -1.2778 0.1 0.0 0.0 0.20
H -0.2630 -0.7674 -1.7970 0.0 0.0 0.0 0.19
H 1.4598 2.4754 -1.3656 0.0 0.0 -0.1 0.20
H 4.4954 0.0462 0.8841 0.0 0.0 0.0 0.20
H -2.3348 1.6371 0.7130 0.0 0.0 0.0 0.20
H -2.5500 -1.2857 1.5558 0.1 0.1 0.1 0.23
```
Forces are in eV/Å.

This record from OMol25 describes a molecular structure, C12H32Mn2N3O13S2 in a non-equilibrium geometry. The level of theory is the ωB97M-V functional and the def2-TZVPD basis.

Values from the calculation:
**Frontier orbital gap (spin up / spin down)**: 9.00 / 9.17 eV
**Net charge**: +1
**Calculated total energy**: -4716.81784 hartree
**2S+1**: 11
**LUMO (spin up / spin down)**: -3.51 / -4.01 eV
**Expectation value of S²**: 30.0082

```
64
Properties=species:S:1:pos:R:3:forces:R:3:nbo_charge:R:1
Mn -1.5130 -0.0505 -2.8985 0.6 0.7 -0.4 1.66
Mn 1.9109 0.7751 -2.7480 -1.4 -0.6 -1.1 1.71
S -0.2012 1.0635 3.0671 0.8 0.3 0.4 2.42
S 4.3283 -1.5831 -1.7147 -0.2 0.2 0.5 2.45
O 0.5672 1.0122 4.4415 0.0 0.2 -0.2 -0.71
O 0.6635 2.3971 -3.2457 0.7 -0.2 0.1 -0.66
O -1.4838 1.9960 -3.4331 0.2 0.3 0.0 -0.63
O -0.5959 -0.2545 2.7055 -0.2 -0.8 -0.4 -0.96
O 3.3372 -0.7411 -2.3708 0.0 0.8 0.0 -1.07
O 0.7284 -1.8585 -5.6253 0.0 0.1 0.0 -0.31
O 0.2367 -0.0861 -1.8853 0.6 -0.1 0.5 -1.29
O 3.5637 -2.4469 -0.6764 -0.3 0.0 0.3 -0.70
O -0.5113 -0.3361 -4.7320 -0.2 -0.2 0.3 -0.65
O 5.0958 -2.4623 -2.4859 0.6 -0.4 -0.7 -0.86
O -0.6946 3.9834 -3.6634 -0.2 0.4 -0.2 -0.31
O -1.1523 2.1025 3.1879 -0.5 0.3 0.0 -0.91
O 1.6671 -0.1882 -4.6387 -0.2 -0.1 0.1 -0.63
N 0.6295 -0.8396 -5.0131 0.3 0.2 0.3 0.74
N -0.5115 2.8261 -3.4667 -0.2 -0.6 0.3 0.76
N -2.8990 0.0870 -1.2136 0.0 0.0 -0.1 -0.56
C -4.1205 0.7770 -1.7474 -0.3 -0.4 -0.6 -0.25
C 1.0532 1.6162 1.9510 0.4 0.2 0.4 -0.91
C -5.1785 1.2124 -0.7506 -0.2 0.0 0.3 -0.65
C 1.5788 0.0025 4.6439 0.4 -0.6 -0.1 -0.08
C 2.0913 -2.7392 1.1760 -0.3 -0.4 0.1 -0.64
C 2.4692 -1.8317 0.0454 -0.3 0.4 0.6 -0.08
C 1.7238 -0.2334 6.1243 0.2 -0.1 0.5 -0.63
C -2.3227 0.8697 -0.0909 -0.2 0.6 0.4 -0.24
C -2.1272 -2.0274 -0.0896 0.0 -0.5 0.3 -0.65
C -2.0645 2.3416 -0.3546 -0.2 0.4 -0.3 -0.64
C 5.3561 -0.5667 -0.7164 0.2 0.0 -0.8 -0.90
C -3.2910 -1.2485 -0.6851 -0.1 -0.4 -0.2 -0.23
H -2.3220 -3.1016 -0.1474 -0.1 0.1 -0.1 0.24
H 1.3212 -0.9177 4.1129 -0.4 0.1 0.1 0.20
H -2.8749 2.8480 -0.8773 -0.1 -0.1 0.1 0.23
H 0.6801 1.5215 0.9353 0.0 0.1 -0.1 0.23
H -1.9501 2.8411 0.6083 0.1 0.0 0.0 0.25
H 5.9483 0.0340 -1.4084 -0.1 0.1 0.0 0.27
H -5.5479 0.3866 -0.1413 0.1 0.0 0.0 0.22
H 1.2665 2.6456 2.2340 -0.1 0.1 -0.3 0.27
H 0.7642 -0.3469 6.6276 -0.1 0.2 -0.2 0.24
H -6.0425 1.5896 -1.2974 0.1 0.0 -0.1 0.25
H -3.0341 0.7671 0.7345 0.1 0.1 0.1 0.21
H -4.1035 -1.1395 0.0378 0.2 0.1 0.2 0.21
H 0.1114 -0.0612 -0.9316 0.0 -0.1 0.0 0.47
H 2.2608 -1.1607 6.3368 0.1 0.1 -0.3 0.23
H 1.8370 -3.7289 0.7941 0.1 0.0 0.1 0.24
H -4.5845 0.0559 -2.4321 0.1 0.0 0.1 0.21
H 1.6320 -1.6520 -0.6271 0.2 -0.2 -0.2 0.21
H 2.8971 -2.8299 1.9010 0.0 -0.1 0.0 0.22
H 2.2774 0.5728 6.6059 -0.1 0.0 0.0 0.22
H -1.9651 -1.8428 0.9736 0.1 0.4 -0.1 0.24
H -4.8602 2.0090 -0.0793 0.1 0.0 0.0 0.22
H -3.7309 -1.8339 -1.4996 0.1 0.2 -0.1 0.21
H -1.1933 -1.8620 -0.6349 0.0 0.1 0.0 0.19
H 2.5239 0.3417 4.2062 -0.1 0.2 0.1 0.17
H -1.1759 2.5227 -0.9600 0.1 -0.1 0.1 0.20
H 1.9780 1.0597 2.0945 -0.1 -0.3 -0.1 0.23
H 4.7360 0.0743 -0.1029 0.1 0.0 0.3 0.24
H 1.2031 -2.3485 1.6766 0.0 0.1 0.0 0.24
H -1.3730 0.4812 0.2787 -0.2 -0.7 -0.2 0.20
H 6.0289 -1.2391 -0.1933 -0.1 0.1 0.3 0.28
H -3.8297 1.6118 -2.3864 0.2 0.1 0.2 0.23
H 2.7880 -0.8660 0.4643 0.1 -0.1 -0.2 0.16
```
Forces are in eV/Å.